[1]
C38H27BrCrN4O6P as an isolated structure. Source: the Open Molecules 2025 dataset; level of theory: ωB97M-V/def2-TZVPD.

Summary:
relative energy (zero: lowest compared OMol25 entry of this formula, charge and spin): 7.93 kJ/mol
<S²>: 6.0527
E_HOMO (spin up / spin down): -3.64 / -5.92 eV
charge: -1
multiplicity: 5

Each line ends with the Löwdin spin population.
CARTESIAN COORDINATES (ANGSTROEM)
1 Cr 1.603 -0.106 0.800  2.894
2 O 2.852 1.454 -2.218  0.000
3 C 3.939 1.197 -1.510  -0.002
4 O 4.836 0.459 -1.831  -0.003
5 C 3.960 1.945 -0.200  0.011
6 C 4.738 3.081 -0.070  0.149
7 C 4.720 3.757 1.166  0.043
8 C 3.969 3.264 2.192  0.080
9 C 3.220 2.071 2.001  0.136
10 N 3.220 1.428 0.778  0.178
11 C 2.425 1.438 2.973  0.205
12 O 2.307 1.921 4.235  0.066
13 O 1.789 0.369 2.735  0.125
14 H 2.639 0.646 -2.770  0.000
15 H 5.329 3.428 -0.904  0.009
16 H 5.298 4.663 1.301  0.000
17 H 3.953 3.791 3.140  0.005
18 H 2.826 2.727 4.317  0.000
19 N -2.604 -5.995 2.726  0.005
20 C -1.963 -5.086 2.431  0.001
21 C -1.165 -3.950 2.062  0.009
22 C -1.180 -3.477 0.751  -0.003
23 C -0.398 -2.385 0.410  0.006
24 C 0.414 -1.715 1.336  -0.044
25 C 0.398 -2.218 2.645  0.002
26 C -0.367 -3.315 3.012  -0.004
27 H -1.797 -3.968 0.008  0.000
28 H -0.422 -2.056 -0.622  0.000
29 H 0.997 -1.732 3.407  0.000
30 H -0.354 -3.685 4.030  -0.001
31 N 0.317 1.173 0.350  0.039
32 P -1.159 1.306 -0.046  0.030
33 C -1.779 0.119 -1.284  0.006
34 C -2.897 -0.692 -1.124  0.002
35 C -3.179 -1.684 -2.055  0.000
36 C -2.343 -1.874 -3.146  0.001
37 C -1.226 -1.063 -3.315  0.000
38 C -0.949 -0.070 -2.390  0.001
39 C -2.364 1.218 1.324  0.008
40 C -1.897 0.706 2.530  0.001
41 C -2.755 0.584 3.615  0.000
42 C -4.078 0.986 3.505  0.000
43 C -4.545 1.517 2.309  0.001
44 C -3.690 1.634 1.223  0.001
45 C -1.465 2.927 -0.820  -0.003
46 C -2.523 3.169 -1.691  0.000
47 C -2.700 4.429 -2.245  0.000
48 C -1.815 5.452 -1.936  0.001
49 C -0.747 5.211 -1.081  0.000
50 C -0.570 3.952 -0.527  0.002
51 H -3.528 -0.582 -0.251  0.000
52 H -4.040 -2.325 -1.913  0.000
53 H -2.551 -2.664 -3.857  0.000
54 H -0.553 -1.218 -4.148  0.000
55 H -0.052 0.531 -2.492  0.000
56 H -0.858 0.409 2.608  0.000
57 H -2.385 0.174 4.547  0.000
58 H -4.747 0.891 4.352  0.000
59 H -5.575 1.841 2.223  0.000
60 H -4.060 2.055 0.296  0.000
61 H -3.197 2.363 -1.960  0.000
62 H -3.522 4.609 -2.928  0.000
63 H -1.949 6.434 -2.373  0.000
64 H -0.044 6.003 -0.856  0.000
65 H 0.274 3.729 0.115  0.001
66 Br 1.943 -6.278 0.484  0.000
67 C 1.846 -5.158 -1.038  0.000
68 C 1.519 -5.702 -2.270  0.000
69 N 1.413 -4.965 -3.372  0.000
70 C 1.626 -3.656 -3.261  0.000
71 C 1.945 -3.026 -2.064  0.001
72 C 2.066 -3.801 -0.921  0.000
73 C 2.104 -1.528 -2.012  0.006
74 O 2.121 -0.907 -3.083  0.003
75 O 2.214 -1.009 -0.856  0.034
76 H 1.335 -6.766 -2.366  0.000
77 H 1.536 -3.061 -4.161  0.000
78 H 2.300 -3.342 0.029  0.000

Cartesian forces (eV/Å) of the 2 atoms listed first:
-0.03 0.11 -0.05
-0.02 0.01 0.00

[2]
A 8-piece molecular cluster, ClH14O7 overall. Source: the Open Molecules 2025 dataset; level of theory: ωB97M-V/def2-TZVPD.

Summary:
relative energy (zero: lowest compared OMol25 entry of this formula, charge and spin): 8.37 kJ/mol
<S²>: 0.7526
E_HOMO (spin up / spin down): -11.66 / -11.61 eV
charge: 0
multiplicity: 2

Each line ends with the Löwdin spin population.
CARTESIAN COORDINATES (ANGSTROEM)
1 Cl -3.320 22.111 -0.437  0.895
2 O -5.612 24.259 0.535  0.016
3 H -4.833 23.708 0.463  -0.002
4 H -6.344 23.662 0.380  0.000
5 O -2.626 23.545 -3.475  0.021
6 H -3.023 22.980 -2.813  0.010
7 H -3.029 24.402 -3.332  0.000
8 O -2.719 19.779 2.425  0.013
9 H -3.262 20.018 1.674  0.006
10 H -2.668 18.824 2.390  0.000
11 O -5.729 21.472 -2.966  0.012
12 H -5.149 21.255 -3.697  0.000
13 H -5.198 21.320 -2.185  0.003
14 O -4.954 19.319 0.100  0.006
15 H -5.033 18.773 -0.682  0.000
16 H -4.650 20.166 -0.228  0.001
17 O -1.732 24.885 -0.076  0.009
18 H -2.536 24.401 -0.267  0.000
19 H -1.044 24.221 -0.085  0.000
20 O 0.012 21.502 0.318  0.005
21 H 0.636 21.271 -0.371  0.000
22 H -0.819 21.622 -0.142  0.005

Cartesian forces (eV/Å) of the 2 atoms listed first:
0.05 -0.17 0.00
0.07 0.27 -0.09

[3]
C6H4Br4N2S as an isolated structure in a non-equilibrium geometry. Source: the Open Molecules 2025 dataset; level of theory: ωB97M-V/def2-TZVPD.

Summary:
relative energy (zero: lowest compared OMol25 entry of this formula, charge and spin): 312.39 kJ/mol
E_HOMO (spin up / spin down): -9.52 / -9.50 eV
charge: 0

Each line ends with the Löwdin charge.
CARTESIAN COORDINATES (ANGSTROEM)
1 C 0.942 1.135 0.249  -0.587
2 C -0.339 1.643 0.142  -0.302
3 C 0.410 -1.280 0.249  -0.283
4 C -1.038 -1.419 -0.413  -0.297
5 C 1.423 -0.202 -0.110  -1.121
6 C -1.977 -0.281 -0.187  -1.179
7 N 1.810 2.115 0.576  -0.065
8 N 1.241 3.232 0.809  -0.380
9 S -0.353 3.286 0.562  0.982
10 Br 3.033 -0.534 0.872  0.785
11 Br 1.860 -0.226 -2.113  0.619
12 Br -3.025 -0.237 1.385  0.696
13 Br -3.103 0.045 -1.610  0.760
14 H 0.591 -1.422 1.311  0.087
15 H 0.957 -2.252 0.052  0.114
16 H -0.870 -1.327 -1.554  0.094
17 H -1.563 -2.276 -0.219  0.076

Cartesian forces (eV/Å) of the 2 atoms listed first:
-1.42 1.72 -0.77
-2.04 -2.97 -0.35

[4]
A 2-piece molecular cluster, C3H9NO2 overall in a non-equilibrium geometry. Source: the Open Molecules 2025 dataset; level of theory: ωB97M-V/def2-TZVPD.

Summary:
relative energy (zero: lowest compared OMol25 entry of this formula, charge and spin): 129.52 kJ/mol
E_HOMO: -9.01 eV
charge: 0
SMILES: CC(=O)O.CN

Each line ends with the Löwdin charge.
CARTESIAN COORDINATES (ANGSTROEM)
1 C 1.102 -0.171 2.430  -0.204
2 N 0.884 -1.372 1.641  -0.081
3 H -2.152 1.151 -0.490  0.112
4 H 1.755 -1.705 1.252  0.048
5 H 0.504 -2.171 2.137  0.054
6 H 1.756 0.506 1.899  0.068
7 H 1.517 -0.370 3.427  0.059
8 H 0.132 0.278 2.679  0.065
9 C -0.908 0.077 -2.602  0.007
10 C -0.575 1.163 -1.613  -0.554
11 O -1.196 1.027 -0.386  0.049
12 O 0.181 2.057 -1.834  0.125
13 H -1.982 -0.120 -2.541  0.084
14 H -0.376 -0.822 -2.415  0.076
15 H -0.644 0.473 -3.586  0.090

Cartesian forces (eV/Å) of the 2 atoms listed first:
-0.69 -0.58 1.16
0.22 -0.47 -0.65

[5]
A 2-piece molecular cluster, C5H5F7N2 overall in a non-equilibrium geometry. Source: the Open Molecules 2025 dataset; level of theory: ωB97M-V/def2-TZVPD.

Summary:
relative energy (zero: lowest compared OMol25 entry of this formula, charge and spin): 0.00 kJ/mol
E_HOMO (spin up / spin down): -9.73 / -7.95 eV
charge: 0

Each line ends with the Löwdin charge.
CARTESIAN COORDINATES (ANGSTROEM)
1 C -0.070 -0.611 1.042  -0.152
2 C -0.229 1.188 -0.571  -0.021
3 C -0.657 -0.347 -0.346  -0.262
4 C 2.984 -0.748 0.568  -0.228
5 C 3.742 0.148 -0.348  -0.573
6 N 0.696 0.511 1.489  0.063
7 N 0.459 1.510 0.688  -0.151
8 F -2.006 -0.384 -0.442  0.012
9 F 2.306 -1.586 -0.204  0.119
10 F 3.582 -1.382 1.589  0.136
11 F 4.677 -0.399 -1.170  0.148
12 F 4.253 1.116 0.332  0.212
13 F 2.816 0.643 -1.254  0.102
14 F 1.342 2.588 0.621  0.017
15 H -0.931 -0.687 1.900  0.183
16 H 0.450 -1.473 1.202  0.062
17 H 0.240 1.253 -1.534  0.106
18 H -1.067 1.884 -0.689  0.125
19 H -0.335 -0.972 -1.056  0.102

Cartesian forces (eV/Å) of the 2 atoms listed first:
-4.16 1.94 2.46
-0.93 -1.08 -0.03

What did the fifth record say?
A 2-piece molecular cluster, C5H5F7N2 overall in a non-equilibrium geometry. Source: the Open Molecules 2025 dataset; level of theory: ωB97M-V/def2-TZVPD.

Summary:
relative energy (zero: lowest compared OMol25 entry of this formula, charge and spin): 0.00 kJ/mol
E_HOMO (spin up / spin down): -9.73 / -7.95 eV
charge: 0

Each line ends with the Löwdin charge.
CARTESIAN COORDINATES (ANGSTROEM)
1 C -0.070 -0.611 1.042  -0.152
2 C -0.229 1.188 -0.571  -0.021
3 C -0.657 -0.347 -0.346  -0.262
4 C 2.984 -0.748 0.568  -0.228
5 C 3.742 0.148 -0.348  -0.573
6 N 0.696 0.511 1.489  0.063
7 N 0.459 1.510 0.688  -0.151
8 F -2.006 -0.384 -0.442  0.012
9 F 2.306 -1.586 -0.204  0.119
10 F 3.582 -1.382 1.589  0.136
11 F 4.677 -0.399 -1.170  0.148
12 F 4.253 1.116 0.332  0.212
13 F 2.816 0.643 -1.254  0.102
14 F 1.342 2.588 0.621  0.017
15 H -0.931 -0.687 1.900  0.183
16 H 0.450 -1.473 1.202  0.062
17 H 0.240 1.253 -1.534  0.106
18 H -1.067 1.884 -0.689  0.125
19 H -0.335 -0.972 -1.056  0.102

Cartesian forces (eV/Å) of the 2 atoms listed first:
-4.16 1.94 2.46
-0.93 -1.08 -0.03